{
  "formula": "C25H26Cl2N11O2PS3SeZr",
  "method": "the ωB97M-V functional and the def2-TZVPD basis",
  "charge": 2,
  "e_homo_ha": -0.476,
  "multiplicity": 1,
  "max_force_ev_per_a": 0.66,
  "gap_ev": 5.430,
  "e_lumo_ev": -7.5,
  "de_lowest_kj_mol": 824.3,
  "species": ["Zr", "S", "C", "N", "N", "C", "C", "C", "C", "C", "C", "N", "N", "C", "C", "C", "C", "C", "C", "H", "H", "H", "H", "H", "H", "H", "H", "H", "H", "H", "S", "C", "S", "C", "C", "N", "C", "N", "Cl", "C", "Cl", "H", "H", "N", "C", "P", "O", "O", "C", "N", "H", "H", "H", "H", "H", "H", "H", "H", "H", "H", "Se", "N", "C", "C", "C", "C", "N", "C", "N", "H", "H", "H"],
  "xyz": [[0.279, -0.079, 1.929], [2.475, -1.251, 0.970], [2.743, -0.468, -0.534], [4.104, -0.598, -0.997], [4.390, -1.306, -1.967], [3.680, -2.241, -2.770], [2.563, -2.943, -2.323], [1.972, -3.843, -3.188], [2.489, -4.029, -4.468], [3.620, -3.341, -4.891], [4.236, -2.452, -4.032], [2.060, 0.288, -1.288], [0.706, 0.591, -0.879], [0.451, 1.969, -1.344], [1.476, 2.902, -1.234], [1.257, 4.217, -1.614], [0.021, 4.611, -2.105], [-0.991, 3.674, -2.226], [-0.779, 2.351, -1.857], [5.368, -1.194, -2.252], [2.176, -2.818, -1.323], [1.101, -4.400, -2.869], [2.011, -4.733, -5.136], [4.024, -3.504, -5.880], [5.123, -1.911, -4.343], [2.453, 2.603, -0.879], [2.067, 4.932, -1.537], [-0.145, 5.636, -2.409], [-1.952, 3.958, -2.633], [-1.577, 1.641, -2.010], [-2.153, 0.330, 0.332], [-1.656, -0.824, -0.940], [-0.190, -0.597, -1.835], [-2.412, -1.896, -1.285], [-3.662, -2.161, -0.647], [-4.665, -2.313, -0.106], [-1.883, -2.833, -2.227], [-1.377, -3.504, -3.012], [-0.128, 0.982, 4.085], [-6.717, 0.560, 2.722], [-3.444, 0.506, 3.811], [-6.789, 1.639, 2.789], [-6.968, -0.021, 3.601], [-3.161, 1.501, 2.390], [-6.350, -0.037, 1.593], [-0.715, -2.578, 2.755], [0.499, -1.650, 3.311], [-0.688, -1.822, 1.320], [0.261, -4.178, 2.512], [1.736, -3.934, 2.466], [-4.121, 1.489, 2.027], [-2.950, -0.567, 0.915], [-2.181, 0.451, 4.154], [-6.130, 0.535, 0.699], [-6.296, -1.116, 1.519], [-0.050, -4.725, 1.624], [0.063, -4.794, 3.390], [2.288, -4.781, 2.602], [1.961, -3.247, 3.197], [2.008, -3.493, 1.580], [3.642, 2.381, 2.026], [3.011, 4.030, 1.988], [1.705, 3.973, 1.835], [0.767, 5.052, 1.776], [-0.537, 4.718, 1.620], [-0.961, 3.347, 1.523], [-0.138, 2.337, 1.559], [1.176, 2.654, 1.718], [2.021, 1.655, 1.803], [1.102, 6.077, 1.861], [-1.303, 5.480, 1.576], [-2.017, 3.110, 1.460]],
  "forces_ev_per_a": [[-0.23, -0.19, -0.59], [0.02, -0.01, 0.03], [-0.13, -0.27, -0.06], [0.04, 0.19, -0.19], [-0.03, 0.01, 0.14], [-0.02, 0.06, -0.04], [-0.06, 0.07, 0.00], [0.00, -0.03, -0.02], [-0.02, -0.03, 0.01], [0.00, 0.01, 0.03], [0.00, 0.00, -0.01], [0.15, -0.09, -0.06], [-0.02, 0.02, 0.01], [0.06, -0.01, 0.01], [-0.01, -0.01, 0.01], [-0.01, 0.01, 0.00], [0.01, 0.00, 0.00], [0.00, 0.00, 0.00], [0.00, 0.00, 0.01], [0.03, -0.05, 0.05], [-0.03, 0.09, 0.01], [0.03, 0.05, -0.05], [-0.01, 0.01, 0.00], [0.00, 0.00, 0.00], [0.00, 0.00, 0.00], [0.00, 0.00, 0.00], [0.00, 0.00, 0.00], [0.00, 0.00, 0.00], [0.00, 0.00, 0.00], [-0.01, -0.01, 0.01], [0.16, 0.15, -0.04], [-0.17, 0.05, 0.09], [0.14, -0.04, -0.05], [0.12, -0.10, 0.07], [-0.06, 0.06, -0.11], [0.09, -0.08, 0.02], [-0.15, 0.08, -0.16], [0.08, -0.08, 0.09], [-0.18, 0.01, 0.29], [0.18, -0.06, -0.23], [-0.26, -0.09, -0.04], [-0.07, 0.00, 0.07], [-0.04, 0.06, 0.04], [0.00, -0.06, -0.12], [-0.09, 0.05, 0.30], [0.03, 0.07, 0.03], [0.27, 0.02, 0.03], [0.02, -0.02, 0.17], [-0.02, -0.02, 0.01], [0.02, -0.04, 0.00], [-0.05, 0.03, 0.04], [-0.05, -0.05, 0.05], [0.23, 0.11, 0.18], [0.00, -0.02, -0.05], [0.01, 0.04, -0.08], [0.01, 0.03, -0.02], [0.00, -0.03, -0.02], [0.00, 0.01, 0.03], [-0.01, 0.05, 0.00], [0.01, -0.01, 0.02], [0.02, 0.00, 0.03], [-0.01, -0.01, 0.01], [0.01, 0.02, 0.00], [-0.02, -0.01, 0.00], [0.02, 0.00, 0.00], [-0.02, 0.00, -0.03], [0.13, 0.12, -0.04], [-0.06, 0.00, 0.04], [-0.07, -0.07, 0.10], [0.00, 0.00, 0.00], [0.00, 0.00, 0.00], [0.06, 0.03, -0.01]],
  "mulliken_charge": [0.797, -0.580, 0.757, -0.817, 0.525, 0.936, 0.375, -0.677, -0.593, -0.745, -0.558, -1.200, 0.845, 0.988, -0.218, -0.798, -0.693, -1.078, -0.617, 0.333, 0.245, 0.457, 0.445, 0.414, 0.402, 0.425, 0.480, 0.459, 0.497, 0.511, 0.415, 0.551, -0.134, 0.884, -0.315, -0.388, -0.328, -0.451, -0.473, -0.719, 0.187, 0.310, 0.307, -0.605, -0.387, -0.056, -0.689, 0.052, -0.733, -0.073, 0.238, 0.093, 0.186, 0.312, 0.235, 0.424, 0.401, 0.402, 0.401, -0.090, 0.276, -0.792, 0.760, -0.757, -0.947, -0.436, 0.771, 0.826, -0.345, 0.524, 0.497, 0.349]
}